(one)
Here is a structure of composition C54H69N6O9SbSc from the Open Molecules 2025 dataset. Energies are from wB97M-V/def2-TZVPD.

Element x y z (Å)
Sc1 -0.55191 0.62861 0.51930
C1 0.63802 6.87365 -4.68029
O1 0.86755 5.61736 -4.08128
C2 2.06009 5.00258 -4.32730
C3 3.06978 5.52722 -5.11106
C4 4.24291 4.80260 -5.30950
C5 4.38517 3.55386 -4.74173
C6 3.36505 3.01508 -3.96460
C7 2.20326 3.73493 -3.72484
N1 1.11821 3.27602 -2.98393
C8 1.07546 2.38723 -1.92005
N2 2.25862 2.19965 -1.30653
C9 2.62492 1.40056 -0.19595
C10 1.71511 0.80659 0.66850
C11 2.28686 0.17201 1.79270
C12 3.64938 0.14532 2.03022
C13 4.53376 0.72417 1.12315
C14 4.01534 1.34625 0.00713
O2 4.78369 1.98842 -0.94733
C15 6.17939 1.82746 -0.86598
N3 -0.04724 1.83344 -1.56937
C16 -1.15793 2.14268 -2.41212
C17 -2.19629 2.89544 -1.86283
C18 -3.30029 3.27018 -2.60351
C19 -3.39199 2.87872 -3.93039
C20 -2.38921 2.10760 -4.48646
C21 -1.27098 1.72531 -3.74746
O3 -0.34805 1.01733 -4.47075
C22 0.58381 0.14048 -3.85501
H1 -0.35490 7.18041 -4.36207
H2 0.66570 6.80166 -5.77150
H3 1.37300 7.61106 -4.34451
H4 2.95666 6.49951 -5.56798
H5 5.03149 5.22278 -5.91843
H6 5.28462 2.97667 -4.90566
H7 3.47901 2.02346 -3.54961
H8 0.23317 3.71088 -3.20072
H9 3.01620 2.76783 -1.65157
H10 1.63727 -0.28827 2.52574
H11 4.03821 -0.33418 2.92025
H12 5.59986 0.69270 1.29850
H13 6.59032 2.32898 0.01643
H14 6.59378 2.28635 -1.76226
H15 6.45157 0.76780 -0.83449
H16 -2.12911 3.13823 -0.80867
H17 -4.09773 3.82584 -2.13172
H18 -4.25400 3.14782 -4.52646
H19 -2.43868 1.77669 -5.51579
H20 0.78969 -0.63590 -4.59255
H21 0.20256 -0.31108 -2.94167
H22 1.51994 0.65589 -3.62590
O4 -0.29003 -0.50109 4.05234
C23 -0.78150 -1.12266 3.12552
O5 -0.66270 -0.84697 1.87300
C24 -1.56982 -2.38955 3.39541
C25 -2.07538 -3.15500 2.35219
C26 -2.78528 -4.32117 2.60675
C27 -2.98968 -4.74048 3.90983
C28 -2.46938 -3.96514 4.93514
C29 -1.76581 -2.79758 4.70844
N4 -2.67615 -4.41326 6.32347
O6 -3.29917 -5.44476 6.50078
O7 -2.21485 -3.73406 7.21704
H23 -1.88997 -2.82203 1.33902
H24 -3.18038 -4.90781 1.78779
H25 -3.53422 -5.64249 4.14274
H26 -1.37197 -2.20520 5.52042
C30 -6.25176 3.47636 3.21579
C31 -5.26645 2.44255 2.73177
C32 -5.67181 1.13687 2.52571
C33 -4.74556 0.21674 2.04023
C34 -5.14035 -1.21683 1.80700
C35 -3.45496 0.62223 1.78964
C36 -2.98787 1.95032 1.94786
C37 -3.96197 2.83910 2.45177
N5 -1.68429 2.22897 1.55269
C38 -0.92571 3.38989 2.08875
C39 0.20209 3.72538 1.10785
C40 -0.31661 2.99297 3.44033
C41 -1.65926 4.73415 2.27594
H27 -7.10542 3.00745 3.70594
H28 -6.63381 4.07218 2.38316
H29 -5.78752 4.16422 3.92422
H30 -6.69381 0.83668 2.72902
H31 -6.15806 -1.28111 1.41790
H32 -5.09723 -1.79910 2.73164
H33 -4.47143 -1.69332 1.08808
H34 -2.76310 -0.12254 1.43083
H35 -3.75048 3.87762 2.60389
H36 0.82734 2.86370 0.88858
H37 0.85635 4.48324 1.54470
H38 -0.19949 4.11483 0.16986
H39 0.31842 2.11122 3.33662
H40 -1.11029 2.73840 4.14529
H41 0.27887 3.80805 3.86213
H42 -2.29673 4.96986 1.42213
H43 -0.90414 5.51959 2.35669
H44 -2.24666 4.77134 3.18870
O8 -0.35959 -1.28151 -0.89869
C42 -1.53890 -1.14930 -1.28197
C43 -2.29180 -2.11818 -2.16704
C44 -3.60023 -1.37553 -2.40710
C45 -3.50763 -0.13908 -1.49789
O9 -4.40467 0.65015 -1.33914
N6 -2.25049 -0.08633 -0.91488
H45 -2.41926 -3.05798 -1.62644
H46 -1.71050 -2.33267 -3.06414
H47 -4.49440 -1.94206 -2.15083
H48 -3.70858 -1.02502 -3.43411
C46 -0.22252 -6.09254 0.55119
C47 1.00653 -5.65716 1.34625
C48 2.08645 -6.72881 1.31474
Sb1 1.48683 -3.59647 0.76349
C49 3.54651 -3.42221 1.46473
C50 3.51554 -3.50520 2.98882
C51 4.64094 -4.30327 0.87836
C52 1.83786 -3.80355 -1.37967
C53 2.56741 -2.53753 -1.82683
C54 2.51886 -5.05891 -1.90745
H49 -0.67617 -6.98946 0.98529
H50 0.03735 -6.32722 -0.48340
H51 -0.99045 -5.31569 0.52742
H52 0.68910 -5.51716 2.38611
H53 2.49655 -6.86069 0.31209
H54 1.67692 -7.69579 1.62949
H55 2.91441 -6.49301 1.98370
H56 3.76879 -2.38558 1.19794
H57 3.27133 -4.51405 3.33293
H58 2.77664 -2.82421 3.41645
H59 4.49116 -3.24523 3.41437
H60 4.44993 -5.36695 1.02845
H61 5.60064 -4.07470 1.35770
H62 4.76742 -4.13469 -0.19155
H63 0.82141 -3.75774 -1.78301
H64 3.59017 -2.51146 -1.44152
H65 2.05700 -1.63754 -1.47845
H66 2.63051 -2.49051 -2.92013
H67 3.52769 -5.17683 -1.50808
H68 2.60580 -5.01180 -2.99940
H69 1.96237 -5.96419 -1.66449

Calculated values
E_LUMO	0.065	hartree
charge	-1
HOMO	-4.1219	eV
2S+1	1


(two)
Here is a structure of composition C54H69N6O9SbSc from the Open Molecules 2025 dataset. Energies are from wB97M-V/def2-TZVPD.

Element x y z (Å)
Sc1 -0.31764 -0.64029 0.85235
C1 -5.42706 4.59702 -1.83936
O1 -5.72931 4.30896 -0.47317
C2 -4.73981 4.58338 0.44256
C3 -4.99606 5.49655 1.44786
C4 -4.04412 5.74698 2.42800
C5 -2.83500 5.07021 2.39076
C6 -2.57784 4.13886 1.39276
C7 -3.52856 3.88508 0.41081
N1 -3.35643 2.92409 -0.61176
C8 -2.27020 2.02649 -0.51502
N2 -1.10063 2.61813 -0.91857
C9 0.08848 2.61636 -0.12672
C10 0.46901 1.53371 0.64074
C11 1.58725 1.77471 1.47017
C12 2.26502 2.97730 1.52475
C13 1.85770 4.04067 0.71833
C14 0.76992 3.85031 -0.11119
O2 0.24840 4.82719 -0.92987
C15 0.71914 6.14471 -0.74661
N3 -2.36847 0.79653 -0.16036
C16 -3.67181 0.43354 0.33490
C17 -3.80780 0.31256 1.71550
C18 -5.02352 0.04368 2.31396
C19 -6.15058 -0.11806 1.51912
C20 -6.03852 0.00167 0.14855
C21 -4.81501 0.28090 -0.46005
O3 -4.92516 0.46063 -1.81486
C22 -3.80717 0.41271 -2.70064
H1 -6.15478 5.32278 -2.20506
H2 -5.50557 3.68359 -2.43055
H3 -4.42330 5.00756 -1.94615
H4 -5.95729 5.99438 1.45234
H5 -4.25618 6.45356 3.21965
H6 -2.09054 5.23193 3.15911
H7 -1.65533 3.57090 1.42286
H8 -4.23669 2.47297 -0.83037
H9 -1.28216 3.53190 -1.30930
H10 1.94575 0.98485 2.11985
H11 3.11617 3.10005 2.18661
H12 2.37606 4.98821 0.75476
H13 1.77737 6.23062 -1.00712
H14 0.57410 6.47201 0.28645
H15 0.13632 6.77574 -1.41320
H16 -2.93253 0.48333 2.33324
H17 -5.08412 -0.02733 3.39201
H18 -7.11590 -0.32580 1.96385
H19 -6.90285 -0.08806 -0.49735
H20 -4.20444 0.07222 -3.65475
H21 -3.05207 -0.28759 -2.36050
H22 -3.36921 1.40551 -2.83160
O4 1.07028 -3.50157 -0.39976
C23 1.27421 -2.43464 -0.94129
O5 1.05872 -1.25491 -0.42548
C24 1.82935 -2.39909 -2.34350
C25 1.96575 -1.20296 -3.03569
C26 2.48566 -1.18809 -4.32508
C27 2.86426 -2.37259 -4.93332
C28 2.70348 -3.55271 -4.22824
C29 2.19315 -3.59367 -2.94859
N4 3.09856 -4.82345 -4.88203
O6 3.53934 -4.76030 -6.01537
O7 2.96128 -5.85114 -4.25225
H23 1.65243 -0.28780 -2.55152
H24 2.59512 -0.25126 -4.85538
H25 3.27492 -2.39727 -5.93182
H26 2.07058 -4.52761 -2.41953
C30 -1.44389 -1.87404 -4.30920
C31 -2.28125 -2.18002 -3.09258
C32 -3.56419 -2.70122 -3.22298
C33 -4.32390 -2.93927 -2.08195
C34 -5.76462 -3.37160 -2.18847
C35 -3.76196 -2.75315 -0.82760
C36 -2.43593 -2.31347 -0.64561
C37 -1.76262 -1.94495 -1.82825
N5 -1.80346 -2.21823 0.58629
C38 -2.06061 -3.31049 1.56421
C39 -3.25889 -3.06256 2.48772
C40 -2.18462 -4.67726 0.87030
C41 -0.82588 -3.41589 2.46742
H27 -2.04899 -1.87649 -5.21677
H28 -0.64869 -2.61470 -4.43225
H29 -0.95804 -0.89948 -4.21860
H30 -3.97523 -2.90277 -4.20706
H31 -6.05073 -3.54506 -3.22636
H32 -6.42252 -2.60134 -1.77810
H33 -5.94585 -4.28932 -1.62502
H34 -4.38933 -2.91502 0.03783
H35 -0.78602 -1.48423 -1.76426
H36 -4.21530 -3.06487 1.96672
H37 -3.15060 -2.09662 2.98161
H38 -3.29249 -3.83891 3.25925
H39 -3.10643 -4.79298 0.30315
H40 -2.15396 -5.46595 1.62591
H41 -1.34205 -4.81323 0.18869
H42 -0.79553 -2.58378 3.16934
H43 0.08779 -3.43130 1.87033
H44 -0.86503 -4.33655 3.05392
O8 1.76809 -1.49915 2.61895
C42 1.08902 -0.86506 3.41819
C43 1.41860 -0.61371 4.87563
C44 0.34522 0.38701 5.29787
C45 -0.60829 0.43927 4.10367
O9 -1.65258 1.05611 4.09055
N6 -0.09609 -0.30194 3.06536
H45 2.44310 -0.25392 4.97285
H46 1.34858 -1.56359 5.40834
H47 0.74235 1.39153 5.45092
H48 -0.20878 0.10815 6.19290
C46 5.21266 -2.98956 -0.85795
C47 5.76707 -2.10009 0.25681
C48 7.18538 -1.64832 -0.06763
Sb1 4.28388 -0.53513 0.62230
C49 5.11710 0.30182 2.46252
C50 5.69622 -0.83244 3.30583
C51 6.08440 1.47490 2.36642
C52 4.96763 0.73199 -1.04178
C53 3.80519 1.62520 -1.48597
C54 6.24255 1.56873 -0.94374
H49 5.86812 -3.84870 -1.03972
H50 5.13111 -2.43843 -1.80132
H51 4.21942 -3.37249 -0.61453
H52 5.77593 -2.67800 1.18487
H53 7.21364 -1.10764 -1.01550
H54 7.85316 -2.51266 -0.16901
H55 7.60406 -0.99595 0.70226
H56 4.20653 0.65295 2.96048
H57 6.60117 -1.24398 2.85354
H58 4.98116 -1.65002 3.42812
H59 5.96432 -0.47033 4.30517
H60 7.00145 1.20150 1.84190
H61 6.37001 1.81181 3.37094
H62 5.64322 2.32548 1.84602
H63 5.11215 -0.04169 -1.80615
H64 3.69948 2.48398 -0.81995
H65 2.84688 1.10308 -1.47202
H66 3.97240 2.01039 -2.49973
H67 6.06365 2.47275 -0.36018
H68 6.55942 1.89108 -1.94346
H69 7.07819 1.04090 -0.49028

Calculated values
E_LUMO	0.061	hartree
charge	-1
HOMO	-4.5521	eV
2S+1	1


(one) takes first place; second place is 0.0328 hartree up.


(one)
Here is an isolated molecule of C2H4O4 from the Open Molecules 2025 dataset. Energies are from wB97M-V/def2-TZVPD.

Element x y z (Å)
O1 -1.70349 -0.87108 1.09480
C1 -1.15005 -0.21340 0.27033
O2 -1.75141 0.68954 -0.49675
C2 0.36713 -0.35753 -0.05801
O3 1.07462 -0.43448 1.12547
O4 0.79366 0.72355 -0.86117
H1 -1.09454 1.09222 -1.10102
H2 0.47492 -1.25720 -0.68396
H3 1.94643 -0.82172 0.98331
H4 1.04272 1.45010 -0.27301

Calculated values
E_LUMO	0.013	hartree
charge	0
HOMO	-10.3260	eV
2S+1	1
structure (SMILES)	O=C(O)C(O)O


(two)
Here is a structure of composition C2H4O4 from the Open Molecules 2025 dataset. Energies are from wB97M-V/def2-TZVPD.

Element x y z (Å)
C1 1.00688 -0.06833 0.35280
C2 -0.94584 -0.04785 0.40139
O1 -0.02372 0.94665 0.05223
O2 0.03325 -1.05488 0.43196
O3 1.99567 -0.08222 -0.54892
O4 -1.95946 -0.17822 -0.57454
H1 1.37781 0.20834 1.37325
H2 -1.40298 -0.06387 1.43082
H3 1.69639 -0.05467 -1.53958
H4 -1.77800 0.39507 -1.37941

Calculated values
E_LUMO	0.023	hartree
charge	0
HOMO	-11.1163	eV
2S+1	1


(one) takes first place; second place is 0.0460 hartree up.


(one)
Here is a cluster of 2 separate species, BrClHOP in total from the Open Molecules 2025 dataset. Energies are from wB97M-V/def2-TZVPD.

Element x y z (Å)
O1 3.27932 2.86652 1.18465
P1 2.05147 3.53060 1.55759
Br1 0.43946 1.99401 1.99747
Cl1 -0.71923 -0.07037 -1.17340
H1 -1.95527 0.00909 -0.81314

Calculated values
E_LUMO	-0.045	hartree
charge	0
HOMO	-10.5388	eV
2S+1	1
structure (SMILES)	O=PBr.Cl


(two)
Here is a cluster of 2 separate species, BrClHOP in total from the Open Molecules 2025 dataset. Energies are from wB97M-V/def2-TZVPD.

Element x y z (Å)
O1 1.44213 2.18868 0.27568
P1 0.03102 2.17189 0.56880
Br1 -1.05311 1.28992 -1.29815
Cl1 0.41229 -3.10555 0.23627
H1 -0.83234 -2.54494 0.21741

Calculated values
E_LUMO	-0.054	hartree
charge	0
HOMO	-10.7291	eV
2S+1	1
structure (SMILES)	O=PBr.Cl


(one) takes first place; second place is 0.0054 hartree up.